No. 1
Formula: C20H23F4N2OPt
Source: the OMol25 dataset
Level of theory: ωB97M-V/def2-TZVPD

The geometry in ORCA input format:
```
! RIJCOSX wB97M-V def2-TZVPD def2/J DEFGRID3
* xyz 3 1
Pt 0.01545 1.39505 0.29384
C -3.05935 1.18705 0.73894
N -2.20265 2.03085 -0.08046
C -2.48305 1.89145 -1.50426
C -2.19535 3.41835 0.39114
C -0.95355 4.20605 -0.04586
N 0.26735 3.44265 0.06164
C 1.46265 4.04615 -0.10216
C 2.65665 3.27265 -0.02816
F 2.52475 1.95395 0.21874
C 3.93365 3.79225 -0.21486
F 4.95845 2.97855 -0.13536
C 4.12085 5.14365 -0.49456
C 2.98895 5.94705 -0.58296
F 3.10475 7.21745 -0.86746
C 1.69485 5.43235 -0.38576
F 0.68065 6.27415 -0.49516
H -4.10225 1.52235 0.68154
H -2.75725 1.23655 1.78684
H -3.02785 0.15395 0.39274
H -3.51345 2.19045 -1.73326
H -2.37415 0.85205 -1.81946
H -1.81755 2.51415 -2.09956
H -2.25115 3.40725 1.48544
H -3.08295 3.94715 0.01724
H -0.91125 5.11415 0.56994
H -1.07295 4.56065 -1.08116
H 5.10985 5.55685 -0.64436
C 0.47555 -7.14795 -0.62796
C 0.32615 -5.75555 -0.19936
C -0.47505 -5.40625 0.90034
C -0.67125 -4.08345 1.29544
C -1.62225 -3.81415 2.39404
C 0.00045 -3.03835 0.58024
C -0.13995 -1.68035 1.03394
O 0.13575 -0.67355 0.35644
C 0.78865 -3.36725 -0.56616
C 1.47425 -2.34005 -1.37306
C 0.95035 -4.71285 -0.90906
H -0.10475 -7.83875 -0.02196
H 1.53105 -7.45445 -0.61096
H 0.20425 -7.26005 -1.68536
H -0.98165 -6.19295 1.43944
H -2.11675 -4.72825 2.71334
H -2.38495 -3.08885 2.11414
H -1.10685 -3.40925 3.27014
H -0.53445 -1.55385 2.05254
H 2.15935 -1.74935 -0.75906
H 0.75495 -1.62895 -1.78896
H 2.02895 -2.79075 -2.19206
H 1.59405 -4.97015 -1.73926
*
```

Its lowest unoccupied orbital energy (alpha / beta) is -14.1 / -13.9 eV. The calculation puts the HOMO energy (alpha / beta) at -16.49 / -16.52 eV. The HOMO-LUMO gap (alpha / beta) is 2.44 / 2.62 eV.

---

No. 2
Formula: C20H23FN2O3S
Source: the OMol25 dataset
Level of theory: ωB97M-V/def2-TZVPD

The geometry in ORCA input format:
```
! RIJCOSX wB97M-V def2-TZVPD def2/J DEFGRID3
* xyz 0 1
C -4.76964 -4.09191 -0.94048
C -4.59992 -2.68655 -0.45358
C -5.23055 -1.63322 -1.11070
C -5.09598 -0.33487 -0.65374
C -4.32914 -0.08899 0.46897
C -3.69942 -1.11814 1.14088
C -3.83614 -2.41508 0.67716
H -3.34904 -3.22588 1.19889
H -3.12774 -0.88901 2.02679
S -4.12049 1.60524 1.02300
O -3.60003 1.59001 2.36676
O -5.33901 2.32738 0.77783
C -2.81752 2.24776 -0.07918
C -1.51634 1.57615 0.30184
H -1.35169 1.74482 1.36816
C -0.35077 2.13240 -0.51042
O -0.52317 2.91429 -1.42549
N 0.88625 1.72170 -0.14802
C 1.22709 0.71048 0.82520
H 0.35349 0.39159 1.38763
C 1.86334 -0.49792 0.11229
N 3.03040 -0.08660 -0.63830
C 4.28605 -0.10369 -0.04933
C 4.75445 -1.23757 0.63125
C 6.01194 -1.31481 1.18859
C 6.88538 -0.24816 1.06531
C 6.47069 0.87723 0.37740
C 5.20049 0.95032 -0.16303
H 4.91610 1.85305 -0.67889
H 7.13801 1.71840 0.26523
H 7.87307 -0.30241 1.49378
H 6.29674 -2.22190 1.69817
F 3.96137 -2.33726 0.74878
C 2.68076 0.94113 -1.59400
C 2.03688 2.15851 -0.91645
H 1.69084 2.87879 -1.65864
H 2.74855 2.64235 -0.23906
H 3.55847 1.23108 -2.17001
H 1.95065 0.50458 -2.28504
H 2.11726 -1.25568 0.84809
H 1.13895 -0.92454 -0.59028
H 1.95866 1.13512 1.52493
H -1.59613 0.49932 0.12689
H -3.11748 2.03696 -1.10134
H -2.77260 3.32393 0.06686
H -5.58984 0.49106 -1.14107
H -5.83200 -1.83592 -1.98459
H -4.84955 -4.12039 -2.02453
H -5.68457 -4.51612 -0.52644
H -3.93706 -4.71701 -0.62805
*
```

Its lowest unoccupied orbital energy is 0.5 eV. The calculation puts the HOMO energy at -8.05 eV. Its structure (SMILES) is Cc1ccc(S(=O)(=O)CCC(=O)N2CCN(c3ccccc3F)CC2)cc1. The HOMO-LUMO gap is 8.51 eV. As for the energy above the lowest of the compared OMol25 structures with the same formula, charge and spin: 0.304 eV.

---

No. 3
Formula: C20H23N3O
Source: the OMol25 dataset
Level of theory: ωB97M-V/def2-TZVPD

The geometry in ORCA input format:
```
! RIJCOSX wB97M-V def2-TZVPD def2/J DEFGRID3
* xyz 0 1
C 7.65113 -0.06397 0.88929
H 7.21475 -0.35548 1.84219
H 8.72442 -0.23691 0.93074
H 7.47557 0.99996 0.74534
C 7.01899 -0.86523 -0.25070
C 5.53661 -0.62711 -0.30890
C 5.01108 0.42644 -1.04752
C 3.65580 0.67750 -1.06508
C 2.76898 -0.12418 -0.34116
C 3.29443 -1.18211 0.40123
C 4.65552 -1.42040 0.41196
H 5.03976 -2.24565 0.99544
H 2.64048 -1.82448 0.96999
N 1.41365 0.11677 -0.42896
H 1.17399 1.03192 -0.78248
C 0.47686 -0.40401 0.55030
C -0.86466 0.24078 0.34809
C -1.14354 1.47855 0.90729
C -2.36278 2.09886 0.70002
C -3.33745 1.48602 -0.07872
C -3.06222 0.24076 -0.66271
C -1.83700 -0.36067 -0.43948
H -1.63531 -1.32227 -0.88821
C -4.12069 -0.46482 -1.47631
N -4.88000 -1.36228 -0.64097
C -4.70462 -2.69548 -0.49303
N -5.51335 -3.20461 0.39400
C -6.24702 -2.16020 0.85947
C -5.86794 -1.00849 0.23348
H -6.20351 0.00372 0.32289
H -6.99912 -2.30603 1.60865
H -3.98758 -3.25587 -1.05996
H -4.79988 0.27058 -1.91515
H -3.65375 -1.05130 -2.27190
O -4.56901 2.01398 -0.32908
C -4.88944 3.27125 0.21561
H -4.21447 4.05167 -0.14928
H -5.90249 3.48723 -0.12086
H -4.86929 3.25192 1.30974
H -2.54527 3.05784 1.15793
H -0.40208 1.96856 1.52195
H 0.39378 -1.48767 0.41377
H 0.83029 -0.21198 1.57585
H 3.26494 1.50185 -1.64642
H 5.67550 1.06127 -1.61723
H 7.47881 -0.56832 -1.19592
H 7.21714 -1.92796 -0.09520
*
```

Its lowest unoccupied orbital energy is 0.6 eV. The calculation puts the HOMO energy at -7.64 eV. Its structure (SMILES) is CCc1ccc(NCc2ccc(OC)c(Cn3ccnc3)c2)cc1. The HOMO-LUMO gap is 8.24 eV. As for the energy above the lowest of the compared OMol25 structures with the same formula, charge and spin: 2.025 eV.

---

No. 4
Formula: C20H23N3O3
Source: the OMol25 dataset
Level of theory: ωB97M-V/def2-TZVPD

The geometry in ORCA input format:
```
! RIJCOSX wB97M-V def2-TZVPD def2/J DEFGRID3
* xyz 0 1
C -1.10792 -4.03750 0.52968
C -0.29385 -2.80198 0.90093
O -0.65034 -1.66665 0.14068
C -0.21227 -1.54832 -1.15383
C 0.67445 -2.39831 -1.79136
C 1.05759 -2.15284 -3.10247
C 0.55336 -1.06553 -3.78638
C -0.33826 -0.20662 -3.16402
C -0.72204 -0.43578 -1.85355
N -1.59221 0.39299 -1.13886
C -2.12888 1.58529 -1.50109
O -2.03089 2.08404 -2.60210
C -2.82277 2.29273 -0.34478
H -3.72531 2.77909 -0.71154
H -3.10076 1.57877 0.43206
C -1.85572 3.37873 0.23622
N -0.46994 3.18316 -0.11714
C 0.21405 2.14848 0.49239
C 1.28028 1.48582 -0.10021
C 1.99028 0.50601 0.57726
C 1.63119 0.17472 1.88693
C 0.56135 0.83081 2.48081
C -0.14325 1.80855 1.80172
N -1.19778 2.50688 2.40023
C -2.01780 3.36969 1.75641
O -2.85710 4.02345 2.33646
H -1.31287 2.42613 3.40229
H 0.27788 0.58868 3.49570
C 2.40566 -0.84929 2.66101
H 2.47181 -1.78926 2.11559
H 1.93869 -1.03962 3.62397
H 3.42349 -0.50034 2.83638
C 3.13202 -0.18739 -0.10036
H 3.27005 0.19612 -1.10752
H 2.94655 -1.25891 -0.16789
H 4.05576 -0.04450 0.45930
H 1.55562 1.74528 -1.11231
H -0.26967 3.31163 -1.09966
H -2.15956 4.36119 -0.13534
H -1.71806 0.07767 -0.18584
H -0.74030 0.64487 -3.68675
H 0.84840 -0.87988 -4.80739
H 1.75215 -2.82567 -3.58237
H 1.08054 -3.25884 -1.28310
H -0.50274 -2.50991 1.93386
H 0.77966 -3.00356 0.81316
H -2.16828 -3.83579 0.65922
H -0.93638 -4.31623 -0.50718
H -0.82588 -4.86808 1.17075
*
```

Its lowest unoccupied orbital energy is 0.6 eV. The calculation puts the HOMO energy at -7.66 eV. Its structure (SMILES) is CCOc1ccccc1NC(=O)C[C@@H]1Nc2cc(C)c(C)cc2NC1=O. The HOMO-LUMO gap is 8.23 eV. As for the energy above the lowest of the compared OMol25 structures with the same formula, charge and spin: 0.242 eV.

---

no.,E (eV)
1,-40224.55279
2,-43788.78234
3,-27631.02769
4,-31727.91173